No. 1
{
  "formula": "C5H12N4",
  "method": "ωB97M-V with the def2-TZVPD basis set",
  "orbital_gap_ev": 10.65,
  "homo_energy_ev": -18.61,
  "charge": 2,
  "species": ["C", "C", "C", "C", "C", "N", "N", "N", "N", "H", "H", "H", "H", "H", "H", "H", "H", "H", "H", "H", "H"],
  "xyz": [[-0.4969, -1.1767, -0.3308], [-1.5391, 0.1577, 0.0166], [1.1844, 0.7086, -0.7967], [0.4313, 1.7118, 0.1444], [0.9579, -0.8167, -0.4104], [-1.0864, -2.2369, -0.4103], [-0.9897, 1.3129, 0.2850], [-2.7764, -0.0591, 0.2034], [1.7137, -0.9429, 0.8341], [0.8943, 0.9553, -1.7769], [2.2916, 1.0069, -0.9896], [0.6795, 1.8467, 1.1799], [0.4394, 2.7388, -0.4228], [1.1979, -1.3849, -1.2898], [-0.5496, -3.0391, -0.7815], [-1.5380, 2.1069, 0.5205], [-3.3756, -0.8713, -0.1135], [-3.3367, 0.7700, 0.4776], [1.8047, -0.0771, 1.5201], [2.7581, -1.0662, 0.6361], [1.3353, -1.6449, 1.5046]],
  "lowdin_charge": [-0.1993, -0.2127, -0.0876, -0.1044, -0.2326, 0.2407, 0.0920, 0.2267, 0.2164, 0.1087, 0.1743, 0.1131, 0.1848, 0.1690, 0.1342, 0.1606, 0.1920, 0.1721, 0.2299, 0.2246, 0.1975]
}

No. 2
{
  "formula": "C5H12N4S",
  "method": "ωB97M-V with the def2-TZVPD basis set",
  "orbital_gap_ev": 8.75,
  "homo_energy_ev": -7.94,
  "charge": 0,
  "species": ["C", "C", "C", "C", "C", "N", "N", "N", "N", "S", "H", "H", "H", "H", "H", "H", "H", "H", "H", "H", "H", "H"],
  "xyz": [[0.3787, 0.1584, -0.4050], [0.9727, 1.1564, -1.6488], [-2.8552, -1.2168, -0.4512], [2.0708, 1.2784, 1.2132], [-2.3306, -0.3330, 0.6326], [0.2908, -1.1919, -0.8434], [1.0710, -1.8248, -0.1612], [1.8662, -1.1195, 0.6008], [1.2428, 0.1462, 0.8015], [-1.3140, 0.9991, -0.1672], [2.0054, 1.4171, -1.4504], [0.4779, 2.0417, -1.4193], [0.8630, 0.5674, -2.5599], [-3.8663, -0.8078, -0.6597], [-2.2229, -1.3146, -1.3139], [-3.0637, -2.1943, 0.0441], [1.3933, 2.1379, 1.4030], [2.5604, 0.8977, 2.1545], [2.7024, 1.5396, 0.3615], [-1.6535, -0.9917, 1.1495], [-3.0231, 0.1575, 1.3790], [2.4339, -1.5029, 1.3403]],
  "lowdin_charge": [-0.6764, -0.0486, -0.2113, -0.0596, -0.5391, 0.0207, -0.0305, -0.0017, -0.1703, 0.8737, 0.0390, -0.0067, 0.0746, 0.0745, 0.0440, 0.0821, 0.0952, 0.1020, 0.0618, 0.0467, 0.0888, 0.1410]
}

No. 3
{
  "formula": "C5H12NO",
  "method": "ωB97M-V with the def2-TZVPD basis set",
  "orbital_gap_ev": 6.16,
  "homo_energy_ev": -2.23,
  "charge": -1,
  "species": ["C", "C", "N", "C", "C", "C", "O", "H", "H", "H", "H", "H", "H", "H", "H", "H", "H", "H", "H"],
  "xyz": [[-0.1345, 0.4488, -2.4604], [1.1781, 0.0935, -1.7611], [1.1435, 0.3218, -0.3384], [0.2516, 1.2014, 1.7148], [0.0082, 0.2439, 0.5655], [-0.5337, -1.1489, 1.0374], [-1.8500, -1.1975, 1.1091], [-0.4543, 1.4385, -2.1513], [-0.8537, -0.3061, -2.1539], [0.0664, 0.3883, -3.5253], [1.9204, 0.8026, -2.1552], [1.4930, -0.9206, -2.0390], [1.9650, -0.0809, 0.0940], [-0.4161, 0.9598, 2.5381], [1.2630, 1.0966, 2.1456], [0.2526, 2.2604, 1.4590], [-0.8699, 0.6383, 0.0441], [0.0024, -1.8780, 0.3460], [0.0326, -1.3863, 1.9938]],
  "lowdin_charge": [-0.1065, -0.3195, -0.0697, -0.1005, -0.4238, -0.5639, -0.3330, 0.0687, 0.0727, 0.0563, 0.0894, 0.0941, 0.0983, 0.0674, 0.0579, 0.0533, 0.1110, 0.0726, 0.0750]
}

No. 4
{
  "formula": "C5H12NO",
  "method": "ωB97M-V with the def2-TZVPD basis set",
  "orbital_gap_ev": 6.42,
  "homo_energy_ev": -2.45,
  "charge": -1,
  "species": ["C", "O", "C", "C", "C", "C", "N", "H", "H", "H", "H", "H", "H", "H", "H", "H", "H", "H", "H"],
  "xyz": [[0.2640, -1.7275, -0.2129], [0.8998, -2.8264, 0.1700], [1.1750, -0.4271, -0.0061], [0.5956, 0.9695, -0.2221], [-0.8025, 1.0699, -0.8800], [-1.9840, 0.9827, 0.1075], [1.6920, -0.4755, 1.4022], [-0.6954, -1.5046, 0.3557], [0.0341, -1.7398, -1.3069], [2.0555, -0.6072, -0.6277], [1.2601, 1.4422, -0.9686], [0.6782, 1.6379, 0.6354], [-0.8242, 0.4056, -1.7402], [-0.8218, 2.1183, -1.2079], [-2.6565, 0.1522, -0.0972], [-2.5223, 1.9276, 0.0951], [-1.5922, 0.7340, 1.0968], [0.9152, -0.8599, 1.9532], [2.3293, -1.2719, 1.4537]],
  "lowdin_charge": [-0.5285, -0.3501, -0.3851, -0.2107, -0.2694, -0.1273, -0.0150, 0.0855, 0.0756, 0.1123, 0.0913, 0.0918, 0.0896, 0.0815, 0.0545, 0.0507, 0.0618, 0.0506, 0.0409]
}

No. 5
{
  "formula": "C5H12NO",
  "method": "ωB97M-V with the def2-TZVPD basis set",
  "orbital_gap_ev": 6.49,
  "homo_energy_ev": -2.45,
  "charge": -1,
  "species": ["C", "C", "C", "C", "C", "O", "N", "H", "H", "H", "H", "H", "H", "H", "H", "H", "H", "H", "H"],
  "xyz": [[2.0160, -0.4936, -1.0462], [0.5693, -0.2890, -0.6305], [0.5375, 0.3481, 0.7533], [-0.8672, 0.6834, 1.3136], [-1.9570, -0.3762, 1.0602], [-2.4217, -0.3400, -0.2270], [-0.0649, 0.5839, -1.5674], [2.6982, -0.9256, -0.3154], [2.0772, -1.0553, -1.9905], [2.3980, 0.4773, -1.3994], [0.0636, -1.2681, -0.5318], [0.9487, -0.3850, 1.4612], [1.1548, 1.2489, 0.7410], [-1.2639, 1.5901, 0.8347], [-0.6825, 0.8827, 2.3819], [-1.5226, -1.3930, 1.2608], [-2.7414, -0.2171, 1.8467], [0.1342, 0.3858, -2.5381], [-1.0762, 0.5426, -1.4070]],
  "lowdin_charge": [-0.1045, -0.5183, -0.2117, -0.2276, -0.5250, -0.3817, 0.0261, 0.0633, 0.0610, 0.0682, 0.1297, 0.0999, 0.0989, 0.0953, 0.0832, 0.0763, 0.0697, 0.0528, 0.0443]
}

No. 6
{
  "formula": "C5H12NO",
  "method": "ωB97M-V with the def2-TZVPD basis set",
  "spin_multiplicity": 2,
  "orbital_gap_ev": [2.97, 6.68],
  "homo_energy_ev": [4.05, 0.21],
  "charge": -2,
  "s2": 0.751,
  "species": ["C", "N", "C", "C", "C", "O", "C", "H", "H", "H", "H", "H", "H", "H", "H", "H", "H", "H", "H"],
  "xyz": [[0.1008, 2.1045, 1.3886], [-0.5578, 0.7344, 1.3072], [0.1140, 0.0011, 0.1544], [-0.6110, -1.3112, -0.0817], [0.3302, -2.2912, -0.8776], [0.4302, -1.8597, -2.2585], [0.2508, 0.8605, -1.0449], [-0.2966, 2.8393, 0.7031], [1.2099, 2.1664, 1.3549], [-0.2221, 2.4947, 2.4649], [-1.2368, -0.0072, 1.5391], [1.0440, -0.3099, 0.6111], [-0.9646, -1.7564, 0.8597], [-1.5085, -1.2836, -0.7083], [1.2374, -2.3023, -0.3842], [-0.0899, -3.2735, -0.8432], [-0.6160, 1.5819, -1.2173], [0.1265, 0.2031, -1.8730], [1.2595, 1.4091, -1.0942]],
  "lowdin_spin": [0.5069, 0.0131, 0.0178, 0.0105, 0.0015, 0.0017, 0.0271, 0.0920, 0.1072, 0.1596, 0.0140, 0.0091, 0.0037, 0.0009, 0.0006, 0.0001, 0.0120, 0.0001, 0.0222]
}

No. 7
{
  "formula": "C5H12NO",
  "method": "ωB97M-V with the def2-TZVPD basis set",
  "spin_multiplicity": 2,
  "orbital_gap_ev": [4.39, 6.69],
  "homo_energy_ev": [2.78, 0.42],
  "charge": -2,
  "s2": 0.755,
  "species": ["C", "N", "C", "C", "C", "C", "O", "H", "H", "H", "H", "H", "H", "H", "H", "H", "H", "H", "H"],
  "xyz": [[3.2174, -0.4288, 0.5946], [3.0744, -0.4068, -0.7779], [0.0256, -0.3967, 1.5149], [-0.1016, -0.3629, -0.0756], [-0.8923, 0.7712, -0.6959], [-2.3775, 0.3818, -0.9429], [-3.1202, 0.4222, 0.1355], [4.1452, -0.1738, 1.1479], [3.4297, 0.6366, -0.3892], [2.5208, -1.0361, 1.1807], [-0.3364, 0.9337, -1.7030], [-0.8446, -0.0042, 2.0522], [0.8203, 0.3199, 1.8577], [0.2694, -1.3906, 1.8540], [-0.7018, -1.1918, -0.2794], [0.8410, -0.3787, -0.3653], [-0.9275, 1.6576, -0.0856], [-2.2872, -0.6622, -1.3991], [-2.7170, 0.9719, -1.8798]],
  "lowdin_spin": [0.4409, 0.4034, 0.0082, -0.0006, 0.0001, 0.0000, 0.0001, 0.0848, 0.0039, 0.0496, 0.0006, 0.0006, 0.0082, 0.0010, 0.0001, -0.0010, 0.0000, 0.0000, 0.0000]
}

No. 8
{
  "formula": "C5H12NO",
  "method": "ωB97M-V with the def2-TZVPD basis set",
  "spin_multiplicity": 2,
  "orbital_gap_ev": [9.02, 7.81],
  "homo_energy_ev": [-8.55, -9.13],
  "charge": 0,
  "s2": 0.763,
  "species": ["O", "C", "C", "C", "C", "C", "N", "H", "H", "H", "H", "H", "H", "H", "H", "H", "H", "H", "H"],
  "xyz": [[2.3528, -0.2168, -1.8427], [3.2034, 0.7147, -1.6865], [4.0152, 1.3635, -0.2306], [3.5075, 0.5213, 0.9642], [4.7529, -0.7309, 1.0596], [4.9527, -1.4441, -0.2060], [3.0874, 2.0516, -1.0139], [3.9207, 0.9948, -2.4341], [5.0327, 1.8151, -0.2765], [2.7773, -0.8153, 1.2763], [3.6270, 1.3590, 1.6591], [5.6006, 0.0164, 1.1968], [4.7938, -1.6627, 1.7410], [3.9171, -1.3036, -0.7302], [5.3222, -2.5116, -0.3642], [5.6923, -1.0353, -0.8959], [3.3885, 2.9295, -1.3063], [-34.6840, -1.1998, 1.4028], [-35.2601, -0.8458, 1.6870]],
  "lowdin_spin": [0.2969, 0.1028, 0.3009, 0.0584, 0.0006, 0.0071, 0.1940, 0.0021, 0.0059, 0.0016, 0.0160, -0.0002, -0.0005, 0.0003, 0.0004, 0.0037, 0.0102, 0.0000, 0.0000]
}

Per-record molar mass, g/mol: 128.2 160.2 102.2 102.2 102.2 102.2 102.2 102.2
Per-record electronic energy, Eh: -416.062344 -814.774944 -327.661600 -327.669706 -327.692313 -327.442839 -327.417402 -327.338792
Per-record energy relative to the best compared isomer or geometry (same formula, charge and spin), eV: 0.577 3.860 0.937 0.717 0.102 2.484 3.176 7.845